No. 1
Here is the ion C3H4NS with charge +1 at a distorted geometry from the OMol25 dataset. Energies are from wB97M-V/def2-TZVPD.

Structure (XYZ):
```
9
Properties=species:S:1:pos:R:3:lowdin_charge:R:1
S 2.274 -1.184 1.540 0.8410
N -0.651 0.493 -0.648 0.0099
C 0.878 -0.635 1.121 -0.6114
C -1.618 1.167 -0.462 0.3562
C 0.494 -0.167 -0.585 -0.1558
H -0.049 -0.545 1.826 0.0862
H -2.665 1.438 -0.298 0.1481
H 1.166 0.449 -1.230 0.1596
H 0.172 -1.014 -1.263 0.1662
```

Its HOMO-LUMO gap is 8.23 eV. Its total energy is -15489.7666 eV. The HOMO energy comes out at -13.4479 eV. The value obtained for the relative energy (zero: lowest compared OMol25 entry of this formula, charge and spin) is 286.44 kJ/mol. As for the charge: +1. The SMILES is C#[N+]CC=S.

---

No. 2
Here is a structure of composition C3H4O at a distorted geometry from the OMol25 dataset. Energies are from wB97M-V/def2-TZVPD.

Structure (XYZ):
```
8
Properties=species:S:1:pos:R:3:lowdin_charge:R:1
O 0.909 -1.293 1.144 -0.1081
C -0.586 0.605 -0.370 -0.2250
C -1.601 0.645 -1.054 0.1377
C 0.658 0.557 0.254 0.0216
H 0.743 1.145 1.172 0.0654
H 1.365 -0.656 0.385 0.0190
H 0.240 -1.795 0.644 0.0569
H -2.516 0.717 -1.604 0.0326
```

Its HOMO-LUMO gap is 7.94 eV. Its total energy is -5217.5140 eV. The HOMO energy comes out at -8.8248 eV. The value obtained for the relative energy (zero: lowest compared OMol25 entry of this formula, charge and spin) is 446.03 kJ/mol. As for the charge: 0.

---

No. 3
Here is the molecule C3H4O at a distorted geometry from the OMol25 dataset. Energies are from wB97M-V/def2-TZVPD.

Structure (XYZ):
```
8
Properties=species:S:1:pos:R:3:lowdin_charge:R:1
O 1.702 0.454 -0.412 -0.1751
C 0.233 0.668 0.365 -0.1378
C -0.613 -0.429 0.358 -0.1665
C -1.330 -1.382 0.341 0.1412
H 0.542 1.088 1.302 0.1022
H 1.496 -0.158 -1.149 0.0553
H 0.284 1.421 -0.510 0.1474
H -1.963 -2.235 0.362 0.0332
```

Its HOMO-LUMO gap is 10.53 eV. Its total energy is -5219.3602 eV. The HOMO energy comes out at -9.7929 eV. The value obtained for the relative energy (zero: lowest compared OMol25 entry of this formula, charge and spin) is 267.90 kJ/mol. As for the charge: 0. The SMILES is C#CCO.

---

No. 4
Here is the molecule C3H4O at a distorted geometry from the OMol25 dataset. Energies are from wB97M-V/def2-TZVPD.

Structure (XYZ):
```
8
Properties=species:S:1:pos:R:3:lowdin_charge:R:1
O 0.050 -1.336 -0.718 -0.0310
C -0.373 0.241 0.760 -0.0071
C -0.338 0.085 -0.820 -0.1321
C 0.763 -0.270 -0.058 -0.2709
H -0.845 -0.384 1.400 0.0512
H 1.851 -0.334 -0.015 0.1458
H -0.341 1.364 1.042 0.1306
H -0.767 0.633 -1.589 0.1135
```

Its HOMO-LUMO gap is 10.56 eV. Its total energy is -5219.2942 eV. The HOMO energy comes out at -9.3532 eV. The value obtained for the relative energy (zero: lowest compared OMol25 entry of this formula, charge and spin) is 274.27 kJ/mol. As for the charge: 0. The SMILES is C1[C@@H]2O[C@H]12.